# 1
Molecular formula: C5H4N
Method: DFT, ωB97M-V/def2-TZVPD

For the lowest unoccupied orbital energy, the calculation gives -8.035 eV. Its highest occupied orbital energy is -15.586 eV. The HOMO-LUMO gap is 7.55 eV. The energy above the lowest of the compared OMol25 structures with the same formula, charge and spin is 395.3 kJ/mol.

Geometry as ORCA input:
```
! wB97M-V def2-TZVPD RIJCOSX def2/J DEFGRID3
* xyz 1 1
C -0.093 -0.758 1.051
C -0.252 -2.016 1.445
C -0.209 -1.269 -0.426
C 0.232 0.959 -0.544
C 0.125 0.810 0.877
N 0.014 -0.267 -1.128
H -0.269 -2.329 -0.757
H -0.678 1.641 -1.004
H 0.897 1.628 -1.209
H 0.232 1.600 1.695
*
```

Mulliken atomic charges, in units of e:
1. C 0.58
2. C -0.22
3. C -0.10
4. C -0.53
5. C -0.04
6. N -0.33
7. H 0.43
8. H 0.40
9. H 0.44
10. H 0.36

=====

# 2
Molecular formula: C4H5N3O
Method: DFT, ωB97M-V/def2-TZVPD

For the lowest unoccupied orbital energy, the calculation gives -0.127 eV. Its highest occupied orbital energy is -8.746 eV. The HOMO-LUMO gap is 8.62 eV. The energy above the lowest of the compared OMol25 structures with the same formula, charge and spin is 806.1 kJ/mol.

Geometry as ORCA input:
```
! wB97M-V def2-TZVPD RIJCOSX def2/J DEFGRID3
* xyz 0 1
C 1.153 -0.408 -0.089
C -0.758 0.580 0.379
C -2.005 0.064 -0.033
C -0.169 -0.611 0.208
H 2.062 -1.967 0.330
H 0.317 2.403 0.270
H -2.832 -0.132 0.836
H -2.700 0.502 -0.891
H -2.227 -2.058 0.256
N 2.330 -1.047 -0.042
N -0.045 1.642 -0.184
N -1.473 -1.225 -0.266
O 1.296 0.989 -0.019
*
```

Mulliken atomic charges, in units of e:
1. C 0.30
2. C 0.34
3. C -0.40
4. C 0.19
5. H 0.23
6. H 0.28
7. H 0.23
8. H 0.23
9. H 0.30
10. N -0.73
11. N -0.24
12. N -0.47
13. O -0.27

=====

# 3
Molecular formula: C3H10O3
Method: DFT, ωB97M-V/def2-TZVPD

Its SMILES is C/C=C/O.O.O. For the lowest unoccupied orbital energy, the calculation gives 0.976 eV. Its highest occupied orbital energy is -8.734 eV. The HOMO-LUMO gap is 9.71 eV. The energy above the lowest of the compared OMol25 structures with the same formula, charge and spin is 113.3 kJ/mol.

Geometry as ORCA input:
```
! wB97M-V def2-TZVPD RIJCOSX def2/J DEFGRID3
* xyz 0 1
C 0.149 -1.120 0.367
C 1.439 -1.092 -0.421
C 2.539 -0.506 0.028
O 3.634 -0.453 -0.830
H -0.598 -1.789 -0.063
H 0.259 -1.525 1.373
H -0.216 -0.093 0.364
H 1.522 -1.677 -1.326
H 2.613 0.202 0.848
H 4.477 -0.537 -0.376
O -5.303 -3.692 -0.393
H -5.858 -3.158 0.178
H -5.726 -3.831 -1.241
O 0.149 6.219 0.228
H 0.138 6.131 1.187
H 0.781 6.922 0.077
*
```

Mulliken atomic charges, in units of e:
1. C -0.97
2. C -0.10
3. C -0.20
4. O -0.50
5. H 0.29
6. H 0.29
7. H 0.25
8. H 0.32
9. H 0.30
10. H 0.32
11. O -0.64
12. H 0.32
13. H 0.32
14. O -0.64
15. H 0.32
16. H 0.32

=====

# 4
Molecular formula: C7H13N
Method: DFT, ωB97M-V/def2-TZVPD

Its SMILES is C/C=C/C=C/CCN. For the lowest unoccupied orbital energy, the calculation gives 1.218 eV. Its highest occupied orbital energy is -8.614 eV. The HOMO-LUMO gap is 9.83 eV. The energy above the lowest of the compared OMol25 structures with the same formula, charge and spin is 187.9 kJ/mol.

Geometry as ORCA input:
```
! wB97M-V def2-TZVPD RIJCOSX def2/J DEFGRID3
* xyz 0 1
C 0.511 2.352 -3.384
C 0.723 1.454 -2.193
C -0.283 0.856 -1.572
C -0.036 -0.060 -0.419
C -0.028 0.342 0.846
C 0.196 -0.492 2.087
C -0.839 -1.627 2.326
N -0.326 -2.967 2.181
H -0.488 2.190 -3.790
H 1.308 2.157 -4.103
H 0.506 3.407 -3.194
H 1.726 1.344 -1.800
H -1.327 1.071 -1.679
H 0.257 -1.086 -0.638
H -0.278 1.395 0.967
H -0.069 0.247 2.856
H 1.221 -0.809 2.255
H -1.691 -1.487 1.664
H -1.191 -1.546 3.345
H 0.021 -3.285 1.296
H 0.087 -3.456 2.950
*
```

Mulliken atomic charges, in units of e:
1. C -1.19
2. C 0.09
3. C -0.51
4. C -0.44
5. C -0.17
6. C -0.60
7. C -0.49
8. N -0.49
9. H 0.31
10. H 0.32
11. H 0.29
12. H 0.38
13. H 0.31
14. H 0.30
15. H 0.30
16. H 0.23
17. H 0.36
18. H 0.33
19. H 0.35
20. H 0.15
21. H 0.17